Computed, not measured: a 6-piece molecular cluster, C47H99F3N4O5S overall at a distorted geometry, with ωB97M-V with the def2-TZVPD basis set.

Its total energy is -85499.9142 eV. As for the spin multiplicity: 2. For the lowest unoccupied orbital energy (spin up / spin down), the calculation gives -5.35 / -11.91 eV. Its charge is +3. Its strongest force on any atom is 6.1 eV Å⁻¹. The calculation puts the HOMO energy (spin up / spin down) at -14.31 / -14.31 eV. The value obtained for the HOMO-LUMO gap (spin up / spin down) is 8.964 / 2.403 eV.

Atoms and positions in Å:
C 22.1457 -12.0763 -1.5958
C 23.1143 -13.2860 -1.6368
O 22.6819 -14.3604 -1.2358
O 24.2739 -13.1759 -1.9748
H 21.3944 -12.2421 -2.3680
H 22.7662 -11.2435 -1.9266
H 21.8137 -11.9423 -0.5663
C 19.0815 -10.9128 2.6799
C 19.9293 -12.1679 2.7616
C 19.3317 -13.5122 2.3167
C 19.3747 -13.7499 0.6905
N 18.9270 -15.1407 0.2518
C 17.4628 -15.5377 0.6723
C 16.8311 -16.2308 -0.5583
C 17.9044 -16.3997 -1.5818
C 18.8632 -15.2609 -1.2932
C 19.6672 -16.3565 0.8860
C 21.1860 -16.1691 0.8757
C 21.8132 -17.3116 1.5807
H 19.6646 -10.1401 3.1807
H 18.0855 -11.1028 3.0801
H 18.8678 -10.7341 1.6261
H 20.1552 -12.3897 3.8046
H 20.9159 -11.9968 2.3311
H 18.3268 -13.6725 2.7074
H 20.0008 -14.2761 2.7126
H 20.4219 -13.5962 0.4301
H 18.7698 -12.9762 0.2177
H 17.4288 -16.2516 1.4953
H 16.8903 -14.6248 0.8363
H 16.3363 -17.1529 -0.2536
H 16.0041 -15.6204 -0.9213
H 18.5974 -17.2407 -1.6038
H 17.5922 -16.2404 -2.6140
H 19.8762 -15.4355 -1.6557
H 18.4765 -14.2998 -1.6322
H 19.3797 -17.3601 0.5725
H 19.2504 -16.3253 1.8927
H 21.5237 -15.2204 1.2930
H 21.3942 -16.2186 -0.1931
H 21.3469 -18.2327 1.2309
H 21.6470 -17.1565 2.6467
H 22.8505 -17.4427 1.2725
C 30.2410 -12.1525 -5.0645
C 28.7489 -12.4977 -4.8232
C 27.9479 -11.3152 -4.9209
C 26.4831 -11.6366 -5.0252
N 25.5347 -10.4983 -5.4672
C 24.0572 -10.8792 -5.7233
C 24.0226 -11.5143 -7.1255
C 25.1997 -11.0311 -7.9328
C 25.8364 -10.0132 -6.9624
C 25.7115 -9.3150 -4.5090
C 25.4818 -9.6043 -3.0423
C 25.5910 -8.3739 -2.1429
H 30.5301 -11.6798 -6.0031
H 30.8346 -13.0581 -4.9395
H 30.6792 -11.5706 -4.2536
H 28.5272 -12.7214 -3.7797
H 28.5571 -13.3440 -5.4828
H 28.2231 -10.7210 -5.7923
H 28.1704 -10.7349 -4.0255
H 26.2309 -12.1262 -4.0845
H 26.2887 -12.3512 -5.8250
H 23.4194 -10.0221 -5.5072
H 23.7292 -11.6200 -4.9940
H 23.2149 -11.1903 -7.7818
H 24.0318 -12.6038 -7.1549
H 24.9627 -10.4828 -8.8445
H 25.8435 -11.8492 -8.2557
H 25.2755 -9.0801 -6.9070
H 26.8443 -9.7370 -7.2720
H 24.9794 -8.5555 -4.7832
H 26.6839 -8.8601 -4.6976
H 26.1921 -10.3679 -2.7254
H 24.4871 -10.0051 -2.8476
H 26.5884 -7.9344 -2.1565
H 25.3791 -8.5813 -1.0941
H 24.9533 -7.6350 -2.6281
C 21.9389 -15.2626 6.3949
C 22.2916 -14.1893 5.3304
C 23.7022 -14.2321 4.6846
C 23.8348 -13.5951 3.3276
N 25.2854 -13.5139 2.7118
C 25.2703 -13.0748 1.1893
C 24.9928 -11.5144 1.1473
C 25.6687 -11.0909 2.4947
C 26.1655 -12.3456 3.1301
C 26.0818 -14.8263 2.8968
C 25.5052 -16.1058 2.2707
C 26.3871 -17.3009 2.2299
H 20.9650 -14.9295 6.7536
H 22.6713 -15.2280 7.2014
H 21.8496 -16.3116 6.1127
H 22.2535 -13.2594 5.8979
H 21.6157 -14.1757 4.4753
H 23.8942 -15.2987 4.5674
H 24.4052 -13.7400 5.3567
H 23.3636 -12.6157 3.2437
H 23.2751 -14.2495 2.6593
H 26.2204 -13.3846 0.7542
H 24.4642 -13.6719 0.7629
H 25.3548 -10.8961 0.3258
H 23.9531 -11.1871 1.1519
H 26.4335 -10.3445 2.2802
H 24.9987 -10.6098 3.2073
H 27.1864 -12.6484 2.8975
H 26.2036 -12.1461 4.2010
H 26.4172 -14.8902 3.9320
H 27.0087 -14.7122 2.3349
H 25.2902 -15.8828 1.2256
H 24.5189 -16.3031 2.6906
H 25.8082 -18.1723 1.9240
H 26.7130 -17.5565 3.2382
H 27.2578 -17.2246 1.5786
C 19.3976 -13.7365 -5.5355
C 20.7888 -13.8994 -4.9044
C 21.4289 -15.2168 -5.3645
C 22.8607 -15.2583 -4.7768
N 23.4918 -16.6463 -4.6463
C 22.8860 -17.4651 -3.4807
C 24.1035 -18.1329 -2.7681
C 25.1399 -17.0473 -2.9090
C 25.0300 -16.4782 -4.3531
C 23.4242 -17.4418 -6.0340
C 24.0044 -18.8880 -6.1144
C 24.2226 -19.3734 -7.4818
H 18.8264 -12.8991 -5.1348
H 18.8442 -14.5467 -5.0608
H 19.1730 -13.8473 -6.5964
H 20.5953 -13.9718 -3.8341
H 21.5388 -13.1087 -4.9206
H 21.5458 -15.2767 -6.4465
H 20.8169 -16.0479 -5.0142
H 22.8504 -14.8023 -3.7868
H 23.6377 -14.5992 -5.1638
H 22.0813 -18.0932 -3.8629
H 22.5081 -16.7056 -2.7964
H 24.3614 -19.1583 -3.0327
H 23.8489 -18.1427 -1.7082
H 26.1213 -17.4952 -2.7527
H 25.0804 -16.2756 -2.1415
H 25.7020 -17.0648 -4.9796
H 25.4741 -15.4941 -4.5032
H 24.0142 -16.7451 -6.6295
H 22.3942 -17.3323 -6.3733
H 23.2279 -19.4204 -5.5652
H 24.9399 -18.9788 -5.5624
H 23.2638 -19.6430 -7.9247
H 24.8538 -20.2620 -7.4773
H 24.6988 -18.7984 -8.2760
C 18.0524 -10.3656 -1.8719
F 19.2162 -10.8531 -2.2999
F 18.1732 -10.0147 -0.6125
F 17.6696 -9.2626 -2.5189
S 16.7104 -11.7265 -2.2227
O 16.8250 -12.7871 -1.1947
O 15.3964 -11.0583 -2.2869
O 17.0513 -12.1735 -3.6026

Here are the Löwdin charges for atoms 1 to 99, given in e: -0.004, -0.861, -0.066, -0.040, 0.048, 0.050, 0.061, -0.075, -0.275, -0.130, -0.060, -0.140, -0.064, -0.136, -0.154, -0.099, -0.108, -0.254, -0.087, 0.089, 0.088, 0.049, 0.095, 0.094, 0.117, 0.076, 0.098, 0.099, 0.126, 0.126, 0.127, 0.122, 0.116, 0.127, 0.118, 0.101, 0.144, 0.116, 0.090, 0.090, 0.087, 0.090, 0.070, -0.078, -0.269, -0.259, -0.099, -0.153, -0.066, -0.159, -0.152, -0.052, -0.129, -0.241, -0.072, 0.085, 0.075, 0.078, 0.123, 0.121, 0.121, 0.132, 0.128, 0.128, 0.138, 0.113, 0.127, 0.107, 0.129, 0.119, 0.130, 0.134, 0.131, 0.143, 0.101, 0.096, 0.084, 0.073, 0.084, -0.079, -0.229, -0.188, -0.082, -0.146, -0.044, -0.101, -0.153, -0.139, -0.104, -0.256, -0.087, 0.078, 0.082, 0.071, 0.114, 0.077, 0.108, 0.124, 0.130